No. 1
Here is C32H36Cl3FN5OPtSSi as an isolated structure from the OMol25 dataset. Energies are from ωB97M-V/def2-TZVPD.

Results
Total energy in a.u.: -3877.255063
⟨S²⟩: 6.04
E_LUMO (alpha / beta) in eV: -2.3 / -5.4
Total charge: +1
ΔE to the lowest compared entry with this formula, charge and spin in kJ/mol: 0.0
Largest force on an atom in eV/Å: 0.81
2S+1: 5

XYZ file:
```
81
Properties=species:S:1:pos:R:3:mulliken_charge:R:1
Pt -0.46862 -0.89017 -1.50101 2.7854
C 6.58403 0.76301 -1.38250 -1.6076
C 5.10251 0.68143 -1.14435 0.2811
C 4.32478 1.83302 -1.00708 -1.0889
C 2.97110 1.73325 -0.80883 0.1470
C 2.30537 0.48648 -0.73726 0.0035
N 0.94224 0.48077 -0.49328 -0.4406
C 0.50430 1.38487 0.47624 -0.0288
C 1.25783 1.54794 1.65542 0.3660
C 0.87806 2.41594 2.65500 -1.0605
C -0.29735 3.15408 2.53805 0.3055
C -0.76915 4.05936 3.64290 -1.7037
C -1.06300 2.98011 1.38905 0.0526
C -0.68287 2.12851 0.36558 -0.4264
N -1.48689 2.12874 -0.81030 0.5126
C -2.15352 3.20274 -1.31714 -0.1675
C -2.93178 2.75694 -2.34432 -1.3444
C -2.68037 1.37521 -2.40696 -0.2012
N -1.81437 0.99862 -1.48426 -0.5712
C 3.09264 -0.67273 -0.92968 -0.3545
C 4.45714 -0.55049 -1.11435 -0.3663
N 2.55918 -1.98580 -0.90801 0.4301
C 3.18608 -3.13612 -0.53324 -0.2383
C 2.42315 -4.17834 -0.96972 -1.1536
C 1.32713 -3.57449 -1.62019 -0.5992
N 1.41757 -2.25817 -1.58105 -0.2653
H 7.00581 1.65493 -0.92158 0.4033
H 6.79639 0.81497 -2.45345 0.3024
H 7.09911 -0.11148 -0.98714 0.4023
H 4.78796 2.81059 -1.07769 0.4453
H 2.36858 2.62985 -0.73765 0.6140
H 2.14319 0.93702 1.77834 0.6855
H 1.48403 2.50113 3.55083 0.4510
H 0.06936 4.44720 4.21981 0.4594
H -1.41761 3.51186 4.33303 0.2628
H -1.34200 4.90057 3.25334 0.3862
H -1.99826 3.51806 1.29056 0.5070
H -1.99702 4.19462 -0.92245 0.5512
H -3.58154 3.33843 -2.97774 0.4827
H -3.09593 0.64756 -3.08429 0.4210
H 5.03737 -1.45034 -1.27802 0.6434
H 4.11461 -3.11713 0.01462 0.5608
H 2.61190 -5.23137 -0.83655 0.4496
H 0.48581 -4.03820 -2.11780 0.5752
F 0.28397 -1.13895 -7.64491 -0.3329
C 0.12364 -1.00204 -6.31871 0.2154
C 1.23504 -0.74204 -5.54178 -0.7003
C 1.06877 -0.62360 -4.17011 0.2330
C -0.19200 -0.73659 -3.59166 -0.2918
C -1.29512 -0.97232 -4.40756 -0.1169
C -1.13995 -1.12498 -5.78449 -0.8479
H 2.20710 -0.64618 -6.01059 0.4814
H 1.94208 -0.43332 -3.55355 0.2264
H -2.28848 -1.08237 -3.99428 0.3691
H -1.98226 -1.33364 -6.43228 0.4616
C -4.01298 1.37188 1.40525 -0.8370
C -3.71345 1.21061 2.89287 -0.3388
C -3.04651 -0.11975 3.26091 -0.9285
S -1.32048 -0.08831 2.75403 0.8663
O -1.17276 -0.85750 1.44394 -0.7960
C -0.54311 -1.06624 4.05767 -1.2306
C -0.53798 -2.56754 3.81750 -0.1059
C -1.89454 -3.24050 4.01252 -1.0325
H -4.43793 2.35670 1.19932 0.3762
H -4.72854 0.62063 1.06710 0.3986
H -3.11181 1.24992 0.79496 0.0000
H -4.63732 1.29646 3.46736 0.4812
H -3.06116 2.02391 3.22752 -0.0166
H -3.50775 -0.97866 2.77154 0.1877
H -3.05576 -0.27091 4.34170 0.5908
H -1.04350 -0.78633 4.98942 0.6494
H 0.47606 -0.67402 4.09594 0.3669
H 0.19767 -2.99766 4.50125 0.4634
H -0.17806 -2.75300 2.80712 -0.0578
H -2.32137 -3.00067 4.99253 0.3612
H -1.80060 -4.32562 3.94764 0.3477
H -2.60643 -2.93786 3.24016 0.1004
Cl -1.16589 -4.03520 0.58214 -0.2816
Si -1.99478 -2.59072 -0.65297 0.4619
Cl -3.85079 -2.16280 0.12981 -0.2830
Cl -2.44999 -3.66373 -2.37222 -0.3097
```



No. 2
Here is C32H36ClIMoN6O4SeSi2Te as an isolated structure from the OMol25 dataset. Energies are from ωB97M-V/def2-TZVPD.

Results
Total energy in a.u.: -5944.635508
⟨S²⟩: 2.03
E_LUMO (alpha / beta) in eV: -6.9 / -7.2
Total charge: +2
ΔE to the lowest compared entry with this formula, charge and spin in kJ/mol: 52.4
Largest force on an atom in eV/Å: 1.03
2S+1: 3

XYZ file:
```
85
Properties=species:S:1:pos:R:3:mulliken_charge:R:1
Mo -1.64156 -1.27403 -0.59657 -0.1609
O -4.80083 2.56847 4.03320 -0.4638
C -4.49196 1.42536 3.41602 0.3431
O -4.97149 0.37992 3.73670 -0.4734
C -3.51518 1.46974 2.28554 1.0004
C -2.96557 2.50813 1.54005 -0.0621
Cl -3.11472 4.18576 1.75731 -0.2072
N -2.17245 1.98012 0.57422 0.5992
N -2.18909 0.63576 0.67621 2.1539
C -2.96922 0.32046 1.69670 -0.1736
C -2.96768 -1.16865 1.95942 -0.7365
O -2.81520 -1.68163 3.03207 -0.4739
O -2.95600 -1.80992 0.78684 -0.5848
C -1.26633 2.60644 -0.34116 -1.3427
C -1.68575 3.64542 -1.15649 -0.3059
C -0.77791 4.20496 -2.04543 -0.9488
C 0.51927 3.71863 -2.12715 -0.8442
C 0.92276 2.67205 -1.30759 -0.7015
C 0.03255 2.11492 -0.40326 0.9762
H -4.33092 3.33023 3.67480 0.2980
H -2.70125 4.01137 -1.11154 0.5449
H -1.09132 5.02415 -2.67725 0.4768
H 1.22016 4.16638 -2.81818 0.5061
H 1.93993 2.30586 -1.35397 0.5481
H 0.34297 1.31766 0.26239 -0.0984
Se 0.52238 2.34307 -7.15881 0.3533
N 1.28902 1.09248 -6.15425 -0.8608
C 0.46740 0.82301 -5.17199 0.7396
C 0.74727 -0.16965 -4.14019 0.5663
C 1.88262 -0.98337 -4.14137 -0.8703
C 2.02917 -1.91576 -3.13572 -1.1959
C 1.05985 -2.00823 -2.14090 -0.8717
N -0.01977 -1.22400 -2.10582 0.8116
C -0.17790 -0.32775 -3.11251 -0.3758
C -1.41705 0.42527 -3.10092 -0.2066
N -2.25361 0.15745 -2.08162 0.4999
C -3.46192 0.72435 -2.06284 -0.7089
C -3.87695 1.59905 -3.05819 -1.1281
C -3.00802 1.91743 -4.08459 -0.5356
C -1.74678 1.32316 -4.11344 0.7102
C -0.76047 1.55952 -5.15914 0.7197
N -0.92525 2.42219 -6.12915 -0.8718
H 2.61539 -0.87435 -4.92904 0.6158
H 2.88298 -2.57638 -3.10225 0.5680
H 1.16586 -2.73232 -1.34072 0.8558
H -4.11067 0.45353 -1.23871 0.6153
H -4.87012 2.02051 -3.01161 0.5204
H -3.28736 2.60555 -4.87095 0.6200
C 1.81204 0.81815 5.27833 -1.1859
Si 1.15222 0.96713 3.53846 0.1477
C -0.17593 2.28120 3.49797 -0.7234
C 2.51606 1.40546 2.33005 -0.9281
C 0.41863 -0.77882 3.23385 -0.8932
Te 0.19964 -1.93039 1.44896 0.2792
C 2.25419 -1.79946 0.88488 -0.3305
Si 3.16514 -3.46907 1.05133 0.1377
C 2.99466 -4.02386 2.82307 -1.0437
C 4.93959 -3.14456 0.58398 -1.0845
C 2.36106 -4.70772 -0.10709 -0.9676
H 2.13292 1.79244 5.64905 0.3427
H 2.66918 0.14689 5.33615 0.3419
H 1.04916 0.44428 5.96253 0.3575
H 0.22185 3.18848 3.95509 0.4918
H -1.04343 1.97960 4.08409 0.2726
H -0.49101 2.54748 2.49159 0.0101
H 2.84328 2.42685 2.53225 0.4256
H 2.19589 1.36944 1.28686 0.1303
H 3.39286 0.76739 2.44120 0.4708
H -0.53988 -0.87546 3.74766 0.6967
H 1.08333 -1.48073 3.75169 0.5650
H 2.65716 -1.07973 1.59445 -0.1180
H 2.34765 -1.34681 -0.10499 0.5353
H 3.47442 -3.32458 3.50972 0.3597
H 3.48046 -4.99135 2.95936 0.3874
H 1.95424 -4.14817 3.13231 0.3405
H 5.40418 -2.43154 1.26540 0.3450
H 5.03386 -2.75039 -0.42846 0.3377
H 5.52115 -4.06547 0.63187 0.3735
H 1.27317 -4.74232 0.00670 0.2954
H 2.71973 -5.71327 0.11705 0.4973
H 2.60036 -4.51857 -1.15493 0.2754
I -3.37577 -2.99401 -2.28084 0.2351
C -1.66142 -3.33968 -1.05885 -1.0989
H -0.90883 -3.79840 -1.69271 0.6157
H -1.97106 -3.99273 -0.24621 0.6670
```



No. 3
Here is C32H36MnNO3P2S2 as an isolated structure from the OMol25 dataset. Energies are from ωB97M-V/def2-TZVPD.

Results
Total energy in a.u.: -4150.583245
⟨S²⟩: 0.78
E_LUMO (alpha / beta) in eV: -10.9 / -10.9
Total charge: +3
Largest force on an atom in eV/Å: 0.60
2S+1: 2

XYZ file:
```
77
Properties=species:S:1:pos:R:3:mulliken_charge:R:1
Mn -0.70068 0.12775 -0.39572 -0.4281
N -2.65549 0.02028 -1.24764 -0.1858
C -3.68344 0.22407 -0.21479 -1.0550
C -3.31657 -0.59408 0.99191 0.8214
O -4.01291 -1.30641 1.63464 -0.4257
O -1.95090 -0.47060 1.30221 0.2442
H -2.73252 0.75168 -1.95087 0.2497
H -2.83575 -0.85530 -1.73272 0.2570
H -4.68747 -0.06177 -0.52321 0.5316
H -3.69873 1.27359 0.08546 0.2966
C 2.09770 -1.36762 1.11102 -1.6043
C 1.55966 -2.52696 0.27754 -1.2508
P -0.16527 -2.20364 -0.29386 1.7676
C -1.10831 -2.71621 1.21701 0.4565
C -1.43234 -3.96977 1.60526 -0.6041
C -2.08990 -4.18397 2.85152 -0.4376
C -2.50259 -3.15527 3.69560 -1.0650
C -2.31935 -1.86415 3.28399 -0.4328
C -1.47280 -1.57138 2.10645 -0.2021
C -0.49935 -3.42314 -1.56628 0.7148
C -1.15206 -3.00077 -2.72627 -0.2802
C -1.41636 -3.90318 -3.74571 -1.0090
C -1.02271 -5.22718 -3.61417 -0.5923
C -0.34558 -5.64966 -2.47509 -0.9372
C -0.07809 -4.75276 -1.45546 -0.4862
P 1.48586 0.29652 0.59300 2.3933
C 1.83850 1.27082 2.06898 0.5776
C 3.16237 1.55475 2.41451 -0.4640
C 3.44619 2.18287 3.61606 -0.8328
C 2.41626 2.52422 4.48541 -0.6404
C 1.10051 2.23314 4.15534 -1.0520
C 0.81146 1.60728 2.95024 0.0787
C 2.58723 0.89947 -0.71266 0.4350
C 3.04014 0.03877 -1.71915 -0.5140
C 3.79593 0.52946 -2.77626 -0.6532
C 4.10411 1.88238 -2.84120 -0.7148
C 3.65560 2.74112 -1.84766 -0.7903
C 2.89760 2.25650 -0.78959 -0.9247
H 3.18908 -1.36790 1.14046 0.5995
H 1.77535 -1.46477 2.15222 0.6201
H 1.60527 -3.46417 0.83412 0.7749
H 2.13782 -2.68847 -0.63397 0.6327
H -1.19997 -4.82945 0.99029 0.5643
H -2.29409 -5.20884 3.14569 0.4989
H -3.02808 -3.37603 4.61418 0.5317
H -2.67149 -1.02389 3.87147 0.6333
H -0.53074 -1.20280 2.56055 0.2696
H -1.40527 -1.95565 -2.85948 0.1523
H -1.91492 -3.57257 -4.64685 0.4686
H -1.22587 -5.93123 -4.41005 0.4355
H -0.01797 -6.67715 -2.39102 0.4587
H 0.47956 -5.09061 -0.58918 0.3970
H 3.97461 1.29426 1.74600 0.4625
H 4.47229 2.40452 3.87708 0.4704
H 2.64242 3.01823 5.42095 0.4453
H 0.29949 2.49987 4.83234 0.4847
H -0.22391 1.39949 2.70014 0.2956
H 2.83610 -1.02505 -1.68424 0.2683
H 4.15852 -0.14823 -3.53800 0.5042
H 4.70328 2.26150 -3.65815 0.4546
H 3.90758 3.79278 -1.88598 0.4744
H 2.56649 2.93760 -0.01461 0.5654
C -1.37601 4.97247 0.47753 -1.6980
C -1.25551 3.83179 -0.48451 0.7597
S -1.09950 2.34927 0.20648 -0.1003
C -1.34093 4.17698 -1.94730 0.6493
C -1.55591 5.61386 -2.29146 -1.3692
S -1.26905 3.07529 -3.14386 -0.2795
H -1.27015 4.63723 1.50395 0.4086
H -2.34580 5.46369 0.35975 0.4114
H -0.61590 5.72855 0.26645 0.4086
H -2.45614 6.00438 -1.81119 0.3683
H -1.64714 5.73367 -3.36581 0.4249
H -0.71528 6.21807 -1.93990 0.3679
O -0.01317 0.41299 -2.21976 -0.1376
H 0.93151 0.30855 -2.42785 0.2256
H -0.32655 1.28092 -2.57430 -0.1438
```